Here is a 13-piece molecular cluster, C96H219N13O20 overall from OMol25. Energies are from wB97M-V/def2-TZVPD.

Output
**2S+1**: 1
**LUMO level**: 0.5 eV
**Total charge**: 0
**Highest occupied orbital energy**: -7.801 eV
**Relative energy (zero: lowest compared OMol25 entry of this formula, charge and spin)**: 232.13 kJ/mol

Cartesian coordinates (Å):
C -0.9458 0.0044 -2.2007
C -1.9980 0.2898 -1.0663
C -2.2708 -1.0004 -0.2427
C -1.0979 -1.4044 0.6607
C -0.4427 -0.2272 1.5138
C -0.3189 1.1239 0.7327
N -1.5692 1.3245 -0.0367
O -1.6526 2.5937 -0.5368
C -0.2053 2.2190 1.8892
C 0.9913 1.1919 -0.0195
C -3.2905 0.6249 -1.8070
H -0.0935 -0.6120 -1.9148
H -0.6242 0.9458 -2.6462
H -1.3342 -0.4964 -3.0875
H -3.1233 -0.7314 0.3811
H -2.4496 -1.8730 -0.8710
H -0.3234 -1.9205 0.0934
H -1.4256 -2.1057 1.4281
H 0.5862 -0.5279 1.7115
H -0.8164 -0.0492 2.5221
H -1.0989 2.2910 2.5092
H 0.6563 2.0069 2.5222
H 0.0363 3.1853 1.4465
H 1.2132 0.2876 -0.5862
H 1.1447 1.9611 -0.7765
H 1.8207 1.2485 0.6855
H -3.1031 1.4669 -2.4732
H -3.9786 0.9689 -1.0348
H -3.7212 -0.2147 -2.3525
H -2.2728 3.0594 0.0289
C -1.8064 -5.5949 1.9374
C -1.8326 -7.0009 2.6124
C -1.2985 -6.7630 4.0051
C -1.6036 -7.8268 5.0050
C -3.1201 -7.9950 5.1352
C -3.7930 -8.2529 3.8044
N -3.2777 -7.3325 2.7487
O -3.7406 -7.7344 1.5454
C -3.5982 -9.7620 3.5566
C -5.2857 -7.9194 4.0563
C -0.9355 -8.0110 1.8525
H -1.9684 -5.7514 0.8709
H -0.8517 -5.0723 1.9965
H -2.5871 -4.9241 2.2959
H -0.2301 -6.5615 3.9271
H -1.7112 -5.8295 4.3877
H -1.0737 -7.6846 5.9469
H -1.1813 -8.7527 4.6148
H -3.4917 -7.1215 5.6709
H -3.2330 -8.7730 5.8902
H -4.3746 -10.0876 2.8643
H -2.6584 -10.0957 3.1167
H -3.6037 -10.4433 4.4074
H -5.7412 -7.9173 3.0660
H -5.6905 -8.6167 4.7898
H -5.4428 -6.9141 4.4472
H 0.0839 -7.6493 1.9870
H -1.2291 -8.1413 0.8109
H -0.9471 -8.9419 2.4193
H -3.6632 -6.8976 1.0813
C 1.4229 -2.8283 7.1292
C 0.9759 -2.4048 5.7333
C -0.4241 -1.7158 5.8185
C -0.3234 -0.2238 6.1533
C 0.6480 0.4861 5.2498
C 2.1039 -0.1321 5.3592
N 1.9464 -1.5372 5.0470
O 3.1355 -2.1934 4.9404
C 2.7767 0.5771 4.1170
C 2.7419 0.3267 6.6744
C 0.8050 -3.7965 5.0412
H 0.8648 -3.6779 7.5226
H 1.2137 -2.0281 7.8391
H 2.4923 -3.0312 7.1871
H -0.8876 -1.7739 4.8337
H -1.0570 -2.3011 6.4854
H -0.0604 -0.0138 7.1901
H -1.2897 0.2676 6.0403
H 0.6485 1.5246 5.5807
H 0.1427 0.3724 4.2906
H 3.8215 0.2979 4.2531
H 2.3632 0.2195 3.1740
H 2.6494 1.6446 4.2968
H 2.3154 -0.0989 7.5827
H 3.7541 -0.0764 6.6419
H 2.7659 1.4135 6.7542
H -0.0310 -4.2873 5.5395
H 1.7084 -4.4026 4.9745
H 0.5402 -3.5457 4.0140
H 3.2286 -2.2942 3.9903
C 1.6972 5.6131 -3.8226
C 2.3864 4.8332 -2.6947
C 3.8331 5.2908 -2.5824
C 4.0034 6.6829 -1.9079
C 3.3104 6.6424 -0.5402
C 1.7799 6.2395 -0.6466
N 1.6433 5.0106 -1.3833
O 0.3672 4.5242 -1.5075
C 1.1366 6.0138 0.7946
C 0.9374 7.4288 -1.1933
C 2.4918 3.3299 -3.1002
H 0.6164 5.4956 -3.9004
H 2.1095 5.2717 -4.7721
H 1.8259 6.6934 -3.7545
H 4.3612 4.6589 -1.8684
H 4.3295 5.3104 -3.5526
H 3.6678 7.4441 -2.6124
H 5.0725 6.8482 -1.7745
H 3.2716 7.6775 -0.2007
H 3.8732 6.1046 0.2228
H 1.5406 5.1384 1.3030
H 1.1589 6.9164 1.4053
H 0.0608 5.8532 0.8652
H 0.9466 8.2384 -0.4636
H 1.1599 7.7314 -2.2166
H -0.0882 7.0618 -1.1571
H 1.5186 2.9480 -3.4086
H 2.8127 2.6718 -2.2927
H 3.1988 3.1947 -3.9187
H 0.3905 3.6960 -1.0227
C -2.2137 6.5969 3.8460
C -2.3164 5.6082 4.9958
C -1.2693 4.4472 4.7601
C 0.1460 4.8702 5.1165
C 0.2379 5.3825 6.5560
C -0.7184 6.5344 6.8497
N -2.0556 6.2272 6.3141
O -3.0199 7.2231 6.6322
C -0.8095 6.6336 8.3957
C -0.1695 7.8279 6.2446
C -3.7597 4.9755 5.0972
H -2.4754 7.6030 4.1736
H -2.8513 6.2848 3.0189
H -1.2216 6.5239 3.4006
H -1.5942 3.5733 5.3247
H -1.3155 4.1681 3.7074
H 0.4254 5.6978 4.4645
H 0.8194 4.0342 4.9278
H 1.2324 5.8138 6.6709
H 0.0603 4.5669 7.2569
H -1.2591 5.6925 8.7126
H 0.1410 6.6574 8.9288
H -1.5819 7.3724 8.6096
H 0.7319 8.0992 6.7941
H -0.1203 7.6419 5.1717
H -0.8474 8.6401 6.5068
H -3.7692 4.2200 5.8829
H -4.1379 4.7038 4.1117
H -4.5034 5.6610 5.5035
H -3.5015 6.7369 7.3054
C 5.5421 -3.5157 -6.2304
C 4.5441 -3.7516 -5.0602
C 5.2579 -3.5717 -3.6952
C 4.4754 -3.1907 -2.4588
C 3.6792 -1.9055 -2.8045
C 2.7329 -2.1209 -4.0449
N 3.5519 -2.6177 -5.2157
O 2.7730 -2.8179 -6.3397
C 1.5954 -3.0522 -3.5780
C 2.2206 -0.7462 -4.4589
C 3.9247 -5.1466 -5.1929
H 5.0648 -3.6240 -7.2044
H 6.3429 -4.2547 -6.2582
H 6.0200 -2.5437 -6.1082
H 5.7062 -4.5404 -3.4746
H 6.0602 -2.8407 -3.7954
H 5.1949 -3.0789 -1.6477
H 3.8382 -3.9871 -2.0744
H 4.3817 -1.0856 -2.9542
H 3.1707 -1.5337 -1.9149
H 2.0194 -4.0404 -3.3997
H 0.9664 -2.8760 -2.7054
H 0.8792 -3.2801 -4.3675
H 1.8952 -0.1585 -3.6004
H 2.9993 -0.1930 -4.9839
H 1.3931 -0.8956 -5.1524
H 3.6640 -5.6885 -4.2838
H 4.6948 -5.7703 -5.6469
H 3.1584 -5.2801 -5.9565
H 3.0140 -2.0524 -6.8665
C -3.0192 6.4413 -0.1276
O -3.4739 5.0666 0.0279
C -4.5617 4.5946 -0.8267
C -4.4496 4.8092 -2.3662
N -3.2562 4.1333 -2.8404
C -3.0775 4.3089 -4.2515
C -1.8899 3.5457 -4.7000
O -1.7907 3.8017 -6.0915
C -0.7939 2.9934 -6.7335
H -2.3615 6.7625 0.6801
H -3.8433 7.1504 -0.0496
H -2.5721 6.5852 -1.1112
H -5.4605 5.0065 -0.3677
H -4.9043 3.5662 -0.7122
H -4.5828 5.8454 -2.6769
H -5.2930 4.2567 -2.7804
H -2.4369 4.4309 -2.3303
H -3.0391 5.3448 -4.5886
H -3.9742 3.9326 -4.7438
H -2.0999 2.4906 -4.5248
H -0.9972 3.8661 -4.1628
H 0.1304 3.1402 -6.1747
H -0.6417 3.2698 -7.7768
H -0.9418 1.9147 -6.6810
C -7.2951 -4.0808 -4.1601
O -6.6821 -2.8086 -4.3232
C -7.1285 -1.9316 -3.3291
C -6.8184 -0.4208 -3.5989
N -7.2891 -0.1572 -4.9471
C -6.7095 1.1737 -5.3528
C -5.2310 1.2452 -5.5683
O -4.8824 0.0786 -6.3011
C -3.4863 -0.2602 -6.1789
H -8.3248 -4.1814 -4.5031
H -7.2053 -4.5462 -3.1785
H -6.7888 -4.6331 -4.9518
H -6.5816 -2.1616 -2.4148
H -8.2113 -2.0147 -3.2357
H -5.7664 -0.2652 -3.3596
H -7.1834 0.2409 -2.8133
H -6.7578 -0.8917 -5.3925
H -7.0796 1.9990 -4.7446
H -7.1597 1.4325 -6.3112
H -4.7143 1.2268 -4.6087
H -4.7930 2.1423 -6.0059
H -2.8593 0.4146 -6.7616
H -3.3113 -1.1810 -6.7352
H -3.1808 -0.3077 -5.1336
C -7.0352 1.7285 1.0224
O -6.1536 1.2602 2.0908
C -4.9012 1.9821 2.0312
C -4.0409 1.7906 3.3595
N -3.4061 0.4940 3.5282
C -4.4567 -0.5174 3.7312
C -3.9216 -1.8033 4.4716
O -4.8359 -2.8022 4.4018
C -4.2197 -4.0418 4.9248
H -7.8575 1.0145 1.0685
H -6.7178 1.7427 -0.0203
H -7.4601 2.7208 1.1731
H -5.1056 3.0440 1.8946
H -4.4623 1.5875 1.1148
H -4.6763 1.9332 4.2335
H -3.2090 2.4950 3.3518
H -2.8845 0.1997 2.7149
H -4.8760 -0.7681 2.7568
H -5.3015 -0.2039 4.3446
H -3.6827 -1.5447 5.5032
H -2.9688 -2.1575 4.0782
H -4.9852 -4.7613 5.2155
H -3.6655 -3.8876 5.8507
H -3.5469 -4.5177 4.2114
C 6.6881 6.0674 5.1461
O 5.7864 6.1085 4.0368
C 4.4546 5.7556 4.2602
C 4.1000 4.2321 4.2718
N 3.6985 3.6178 3.0622
C 4.8251 3.7637 2.0858
C 4.5444 3.0067 0.7793
O 4.4868 1.6465 1.1514
C 4.6821 0.7711 0.0393
H 7.1466 5.1176 5.4215
H 6.1904 6.4495 6.0373
H 7.5314 6.7230 4.9291
H 3.8094 6.3037 3.5735
H 4.1567 6.1723 5.2223
H 3.3046 4.1452 5.0121
H 4.8903 3.6796 4.7801
H 3.4618 2.6463 3.2044
H 5.7711 3.4400 2.5199
H 4.9395 4.8219 1.8508
H 5.3046 3.2887 0.0509
H 3.6011 3.2582 0.2945
H 3.8897 0.8035 -0.7085
H 4.8238 -0.2664 0.3421
H 5.5364 1.0017 -0.5972
C -6.1499 -2.5783 0.4082
O -5.5882 -3.5656 -0.3707
C -5.9127 -4.9399 0.0671
C -5.1793 -5.9413 -0.9347
N -3.7373 -6.0190 -0.7740
C -2.8829 -6.6396 -1.7404
C -2.7306 -5.8998 -3.0829
O -2.5373 -4.5046 -2.8638
C -3.2191 -3.7536 -3.8790
H -5.7207 -1.5792 0.3333
H -6.1142 -2.8726 1.4571
H -7.1446 -2.4551 -0.0201
H -6.9753 -5.1672 -0.0184
H -5.5669 -5.1436 1.0806
H -5.5781 -5.8014 -1.9395
H -5.6274 -6.8777 -0.6023
H -3.4265 -5.0580 -0.7690
H -3.1578 -7.6797 -1.9158
H -1.9001 -6.6401 -1.2690
H -3.5233 -6.1245 -3.7965
H -1.7980 -6.2252 -3.5439
H -4.2815 -3.9971 -3.8777
H -2.7681 -3.9564 -4.8504
H -3.1556 -2.6757 -3.7305
C 1.1514 -5.2789 -0.1293
O 1.4827 -3.9267 0.1767
C 2.6548 -3.8690 1.0240
C 2.9018 -2.4391 1.5195
N 4.1340 -2.2310 2.3143
C 5.3715 -2.7853 1.8039
C 6.5784 -2.3714 2.7129
O 6.8470 -1.0125 2.4050
C 7.6264 -0.2659 3.3456
H 0.9151 -5.8942 0.7388
H 1.9159 -5.7747 -0.7274
H 0.2378 -5.3123 -0.7229
H 3.5904 -4.2723 0.6366
H 2.5872 -4.5424 1.8784
H 2.0985 -2.0433 2.1409
H 2.7680 -1.7798 0.6619
H 4.3280 -1.2546 2.4848
H 5.4371 -2.5013 0.7536
H 5.4002 -3.8738 1.7531
H 7.3903 -3.0295 2.4035
H 6.3790 -2.5381 3.7714
H 7.1885 -0.5186 4.3113
H 7.5539 0.7892 3.0819
H 8.6568 -0.6188 3.3872
C 1.8051 0.0333 -8.1092
O 3.0503 -0.6925 -8.1982
C 4.1791 0.1876 -7.9046
C 5.3487 -0.5221 -8.5796
N 6.5914 -0.0296 -7.9696
C 7.7184 -0.5976 -8.5400
C 8.0307 -0.0549 -9.9377
O 9.3286 -0.3955 -10.3629
C 9.8553 0.2749 -11.5359
H 1.0195 -0.6435 -8.4451
H 1.7263 0.9705 -8.6601
H 1.4325 0.3496 -7.1349
H 4.2651 0.1464 -6.8187
H 4.1025 1.2331 -8.2033
H 5.2929 -0.4926 -9.6678
H 5.3775 -1.5697 -8.2800
H 6.5554 -0.2901 -6.9944
H 7.6259 -1.6756 -8.4083
H 8.5747 -0.2918 -7.9388
H 7.9697 1.0326 -9.8973
H 7.3186 -0.3174 -10.7201
H 10.8648 -0.0468 -11.7919
H 9.8554 1.3609 -11.4422
H 9.2547 0.1094 -12.4303

Here is C9H10BBrN2O8V as an isolated structure from OMol25. Energies are from wB97M-V/def2-TZVPD.

Output
**2S+1**: 1
**LUMO level**: -9.5 eV
**Total charge**: +1
**Highest occupied orbital energy**: -11.362 eV

Cartesian coordinates (Å):
C 2.8544 -1.7916 1.2897
C 1.8079 -0.5609 1.0454
O 2.0523 0.5624 1.9393
B 1.2000 1.6842 1.6459
O 1.4219 2.9579 2.2820
C -0.0301 1.5287 0.5880
C 0.0996 1.7875 -0.9385
C 1.4492 2.2351 -1.6485
O 2.0753 1.4727 -2.4691
O 2.0619 3.4653 -1.3815
C -1.2429 1.5118 -1.6376
N -2.3881 1.0973 -0.9518
C -3.6192 0.8215 -1.8095
C -4.1432 -0.6626 -1.3793
O -3.5498 -1.6929 -1.7690
O -5.3304 -0.7922 -0.5619
N -2.6096 0.8942 0.3402
C -1.4246 1.1209 1.0431
Br -1.6152 0.8464 3.0242
H 2.2737 -2.6031 1.8687
H 3.2811 -2.2001 0.2925
H 3.7130 -1.4561 1.9886
H 0.7566 -1.0316 1.1746
H 1.9956 -0.2225 -0.0464
H 1.3698 2.7718 3.2569
H -1.2890 1.6558 -2.7760
H -3.4021 0.9075 -2.9258
H -4.4187 1.5458 -1.4231
H -5.0448 -0.8389 0.3832
O 4.7115 -5.4225 -1.6222
V 3.9000 -4.9787 -0.1557
O 3.0838 -4.6131 1.3337

Here is an isolated molecule of C9H10BF2NO3 from OMol25. Energies are from wB97M-V/def2-TZVPD.

Output
**2S+1**: 1
**LUMO level**: 0.3 eV
**Total charge**: 0
**Highest occupied orbital energy**: -9.158 eV
**Relative energy (zero: lowest compared OMol25 entry of this formula, charge and spin)**: 23.69 kJ/mol

Cartesian coordinates (Å):
C -1.5532 -3.2334 0.2489
C -0.3279 -2.4084 -0.1498
N -0.4757 -0.9571 0.0328
C 0.1538 -0.0338 -0.7937
O 0.8366 -0.3718 -1.7378
C 0.0069 1.3896 -0.5248
C 0.1257 2.3899 -1.5019
F 0.4719 2.0941 -2.7673
C -0.0063 3.7227 -1.2164
C -0.1811 4.1435 0.0920
C -0.2868 3.2144 1.0737
C -0.1851 1.8519 0.7868
F -0.3512 0.9778 1.8333
B 1.1638 -2.5549 0.5161
O 1.2367 -3.2051 1.7479
O 2.2995 -2.0612 -0.1040
H -1.4536 -4.2540 -0.0659
H -1.7413 -3.1869 1.3206
H -2.4189 -2.7931 -0.2320
H 0.0002 -2.5466 -1.1919
H -0.8928 -0.6623 0.9090
H 0.1158 4.4313 -2.0220
H -0.1753 5.1965 0.3673
H -0.5208 3.5368 2.0897
H 2.1378 -3.1894 2.1440
H 2.0213 -1.4905 -0.8549

Here is C9H10BrF2IN2O6S2 as an isolated structure from OMol25. Energies are from wB97M-V/def2-TZVPD.

Output
**2S+1**: 1
**LUMO level**: -2.9 eV
**Total charge**: 0
**Highest occupied orbital energy**: -8.465 eV
**Relative energy (zero: lowest compared OMol25 entry of this formula, charge and spin)**: 0.00 kJ/mol

Cartesian coordinates (Å):
C 1.4805 -1.3622 1.7911
C 1.2804 0.1567 2.0085
Br 0.9016 0.3770 3.9460
C 0.1825 0.7845 1.1168
C -1.1710 0.1168 1.3773
C -1.9965 0.6238 2.3482
N -3.1847 0.0670 2.6518
C -3.5918 -1.0166 1.9932
I -5.4321 -1.9451 2.4948
C -2.8500 -1.5802 0.9785
C -1.6058 -1.0192 0.6384
C -0.7244 -1.5825 -0.4700
O -0.4482 -0.8794 -1.3946
O -0.2167 -2.8601 -0.3467
H 1.7186 -1.5852 0.7385
H 2.2771 -1.6762 2.4751
H 0.5559 -1.9196 2.0193
H 2.2282 0.6841 1.8386
H 0.4845 0.6537 0.0634
H 0.1436 1.8717 1.2822
H -1.6623 1.5133 2.8854
H -3.7167 0.4960 3.4016
H -3.2097 -2.4531 0.4355
H -0.8283 -3.4646 -0.7940
N 1.6602 1.0365 -3.9572
S 1.4303 2.5355 -4.4188
O 2.4688 3.1208 -5.2022
O 0.7520 3.3902 -3.4932
F 0.3011 2.2697 -5.5127
S 2.8007 0.8941 -2.8907
O 3.2298 -0.4585 -2.7119
O 2.6789 1.6696 -1.6871
F 4.0635 1.5413 -3.6050

Here is an isolated ion of composition C9H10BrN2 and charge +1 from OMol25. Energies are from wB97M-V/def2-TZVPD.

Output
**2S+1**: 1
**LUMO level (alpha / beta)**: -5.6 / -5.4 eV
**Total charge**: +1
**Highest occupied orbital energy (alpha / beta)**: -11.984 / -12.601 eV
**Relative energy (zero: lowest compared OMol25 entry of this formula, charge and spin)**: 383.05 kJ/mol

Cartesian coordinates (Å):
C 2.0304 2.7605 -0.2285
C 2.3355 1.5967 -0.9335
C 1.0066 2.7637 0.7185
C 1.6114 0.4472 -0.7315
C 0.2999 1.6152 0.9695
C 0.5764 0.4203 0.2460
C -2.3854 -0.5035 0.0094
C -0.0971 -1.8818 -0.1106
C -1.3860 -2.6417 0.2272
N -0.1121 -0.6551 0.6007
N -2.5329 -1.7712 -0.0061
Br -3.6838 0.7466 -0.2028
H 2.5929 3.6632 -0.4118
H 3.1457 1.6021 -1.6468
H 0.7708 3.6704 1.2551
H 1.8793 -0.4587 -1.2538
H -0.5053 1.5902 1.6865
H 0.7467 -2.4806 0.2500
H -0.0018 -1.7648 -1.1984
H -1.4822 -3.5351 -0.3898
H -1.3823 -2.9299 1.2813
H -3.4265 -2.2537 -0.1306

Here is C9H10Cl4N2 as an isolated structure from OMol25. Energies are from wB97M-V/def2-TZVPD.

Output
**2S+1**: 1
**LUMO level**: 0.0 eV
**Total charge**: 0
**Highest occupied orbital energy**: -7.795 eV
**Relative energy (zero: lowest compared OMol25 entry of this formula, charge and spin)**: 312.99 kJ/mol

Cartesian coordinates (Å):
C -2.8303 -2.4235 1.2251
Cl -4.0073 -3.3808 2.1126
Cl -3.0006 -0.6948 1.8386
Cl -1.2683 -3.0046 1.4853
Cl -3.1120 -2.4296 -0.5312
N -0.3817 -0.8021 1.3409
C 0.7554 -0.4954 0.6671
C 1.5898 0.1218 1.4976
C 0.9600 0.1902 2.7786
C -0.2962 -0.3605 2.6189
H -1.1973 -1.2947 1.0060
H 0.8330 -0.7004 -0.3904
H 2.6174 0.4157 1.3425
H 1.3077 0.6221 3.7054
H -1.1076 -0.4644 3.3241
N 1.4745 2.2720 -2.9983
C 0.8529 1.2006 -3.4992
C 0.2256 0.4765 -2.4732
C 0.5230 1.1265 -1.3219
C 1.2662 2.2344 -1.6604
H 2.0503 2.8449 -3.5987
H 1.0468 0.9742 -4.5373
H -0.3026 -0.4605 -2.5713
H 0.2515 1.0267 -0.2814
H 1.7497 3.0058 -1.0794

no.,maximum force (eV/Å)
1,4.0
2,6.9
3,2.6
4,2.4
5,2.0
6,5.0